Record 1
ORCA calculation (ωB97M-V with the def2-TZVPD basis set) on a molecular structure, C43H49BiN6O.

Element x y z (Å)
Bi: 0.28169 0.24145 -1.05665
C: 4.50100 -3.48447 -1.20646
C: 4.14092 -3.25955 -2.52982
C: 3.39255 -2.14455 -2.87462
C: 2.99641 -1.22651 -1.90213
C: 3.39469 -1.43834 -0.57969
C: 4.12862 -2.56700 -0.23431
N: 2.13252 -0.15812 -2.24608
C: 2.66001 0.99922 -2.78507
C: 4.00390 1.21946 -3.09547
C: 4.40547 2.43182 -3.64135
C: 3.49388 3.45018 -3.89578
C: 2.15292 3.25407 -3.59872
C: 1.74584 2.04995 -3.04511
N: 0.42918 1.75031 -2.69037
N: -0.56070 2.40009 -3.25402
C: -1.76705 1.80198 -3.05723
C: -2.93096 2.42363 -3.56173
C: -4.13790 1.80222 -3.40076
C: -4.20636 0.56286 -2.73898
C: -3.03542 0.02534 -2.26482
N: -1.84206 0.61890 -2.41456
H: 5.07219 -4.36422 -0.93910
H: 4.43327 -3.96577 -3.29740
H: 3.08235 -1.97895 -3.89953
H: 3.11687 -0.70328 0.16571
H: 4.41625 -2.72329 0.79888
H: 4.73002 0.43820 -2.91034
H: 5.45384 2.58151 -3.87032
H: 3.82514 4.39066 -4.31573
H: 1.41079 4.01979 -3.78157
H: -2.82735 3.37683 -4.06130
H: -5.03974 2.26434 -3.78242
H: -5.14396 0.04218 -2.60552
H: -3.02800 -0.91525 -1.72011
C: -2.22330 -2.21805 0.80001
C: -2.10130 -1.36041 1.90270
C: -0.63767 -1.32040 2.25598
C: -0.01176 -2.14481 1.37024
C: -0.98497 -2.75439 0.47686
C: -0.68831 -3.85041 -0.50814
C: -0.16854 -5.06413 0.28217
C: 0.39952 -3.41194 -1.49178
C: -1.94201 -4.25133 -1.28324
C: 0.10093 -0.61033 3.38538
C: 0.00992 0.92035 3.26949
C: 1.59719 -0.95621 3.33380
C: -0.40317 -1.09505 4.75269
C: -3.35740 -0.82195 2.58077
C: -3.81027 -1.86423 3.62341
C: -4.49509 -0.67918 1.55102
C: -3.22296 0.54543 3.25676
H: -3.15184 -2.49279 0.32820
H: 1.04895 -2.34477 1.33395
H: 0.75011 -4.82064 0.81861
H: 0.04875 -5.88545 -0.40497
H: -0.90995 -5.40529 1.00742
H: 1.30718 -3.09272 -0.97895
H: 0.05439 -2.59787 -2.13696
H: 0.66913 -4.24382 -2.14682
H: -2.72294 -4.62293 -0.61664
H: -1.70120 -5.04430 -1.99382
H: -2.34627 -3.40876 -1.85015
H: 0.59397 1.25684 2.41320
H: 0.42707 1.37873 4.17053
H: -1.00656 1.28601 3.14202
H: 2.05141 -0.62014 2.39939
H: 1.77109 -2.02779 3.45190
H: 2.10632 -0.43875 4.14957
H: -1.44335 -0.84838 4.94386
H: 0.19348 -0.63437 5.54355
H: -0.29580 -2.17949 4.83485
H: -3.96351 -2.83465 3.14853
H: -4.75441 -1.54650 4.07379
H: -3.07917 -1.99059 4.42143
H: -4.84492 -1.64414 1.18478
H: -4.18667 -0.07858 0.69259
H: -5.34628 -0.18531 2.02299
H: -2.50066 0.56159 4.06637
H: -4.19242 0.81616 3.68105
H: -2.94756 1.31902 2.53806
O: 1.72187 1.28884 0.21828
C: 2.07014 2.55839 0.27056
C: 3.43832 2.88297 0.33123
C: 3.86216 4.19017 0.37878
C: 2.93774 5.23826 0.36886
C: 1.59568 4.93702 0.32190
C: 1.13770 3.61321 0.28556
C: -0.29469 3.33421 0.28379
N: -0.89117 2.18816 -0.01087
C: -2.25064 2.39824 0.10240
C: -2.48059 3.67581 0.48704
N: -1.23622 4.25711 0.59525
H: 4.14375 2.06145 0.31148
H: 4.92309 4.40609 0.40811
H: 3.26854 6.26762 0.38470
H: 0.88729 5.75776 0.28593
H: -2.96693 1.61999 -0.09849
H: -3.38881 4.21498 0.68786
H: -1.04723 5.20076 0.88367

As for the net charge: 0. As for the total energy: -2286.3258 Ha. The calculation puts the energy above the lowest of the compared OMol25 structures with the same formula, charge and spin at 29.3 kJ/mol. As for the frontier orbital gap (spin up / spin down): 6.33 / 5.09 eV. For the LUMO energy (spin up / spin down), the calculation gives -0.56 / -1.20 eV.

---

Record 2
ORCA calculation (ωB97M-V with the def2-TZVPD basis set) on a gas-phase ion, O4P (charge -1).

Element x y z (Å)
O: 1.62782 0.09390 0.00556
P: 0.13843 0.19110 0.18960
O: -0.47338 1.27538 0.89940
O: -0.74621 -1.21347 0.13674
O: -0.54667 -0.34691 -1.23130

As for the net charge: -1. As for the total energy: -642.3836 Ha. The calculation puts the energy above the lowest of the compared OMol25 structures with the same formula, charge and spin at 0.0 kJ/mol. As for the frontier orbital gap: 9.71 eV. For the LUMO energy, the calculation gives 4.40 eV.

---

Record 3
ORCA calculation (ωB97M-V with the def2-TZVPD basis set) on 2 unconnected molecules or ions with the total composition C36H38N3O2.

Element x y z (Å)
C: 4.37737 -3.75626 -1.47761
N: 2.97484 -4.11267 -1.40025
C: 1.93998 -3.23384 -1.41131
C: 0.71889 -3.94686 -1.27296
C: -0.54898 -3.37840 -1.24576
C: -1.74554 -4.16109 -1.37479
C: -1.83482 -5.23175 -2.30638
C: -2.93669 -6.07901 -2.32260
C: -3.97922 -5.89568 -1.40328
C: -3.93565 -4.81597 -0.51082
C: -2.85914 -3.93350 -0.52226
C: 1.09587 -5.36616 -1.11492
C: 0.43599 -6.54193 -0.78086
C: 1.15476 -7.74811 -0.70569
C: 2.54854 -7.77567 -0.88060
C: 3.24679 -6.58548 -1.13177
C: 2.50362 -5.41981 -1.24724
H: 4.97514 -4.66914 -1.43011
H: 4.58705 -3.23119 -2.41738
H: 4.65430 -3.09846 -0.64346
H: 2.08137 -2.16329 -1.53158
H: -0.62143 -2.32223 -1.04138
H: -1.00642 -5.40223 -2.99884
H: -2.97935 -6.89376 -3.04871
H: -4.82569 -6.58323 -1.39815
H: -4.75179 -4.65839 0.19661
H: -2.81379 -3.09575 0.17566
H: -0.63295 -6.53107 -0.57439
H: 0.62928 -8.68027 -0.50266
H: 3.09175 -8.71930 -0.80991
H: 4.32942 -6.56035 -1.23442
H: -1.95075 3.16644 2.46333
C: -1.09677 3.65286 1.95314
C: -1.34494 3.54912 0.43302
O: -2.66074 4.03897 0.25837
C: -1.16405 2.13305 -0.13476
C: -1.47719 1.02029 0.61356
C: -1.25701 -0.26454 0.06899
N: -0.77162 -0.47623 -1.15427
C: -0.50581 0.60275 -1.93995
C: -0.68613 1.96027 -1.46718
C: -0.32570 3.03781 -2.31127
C: 0.22572 2.79140 -3.58854
O: 0.71389 3.76344 -4.40471
C: 0.84187 5.11780 -3.91210
C: 0.30870 1.45054 -4.07492
C: -0.02669 0.39520 -3.26177
C: -0.95835 5.08491 2.51639
C: 0.32377 5.17265 3.37895
C: 1.52549 4.92709 2.43453
C: 1.35451 3.58074 1.75263
N: 0.10117 2.84599 2.23317
C: 0.23574 2.64785 3.68851
C: 0.35417 3.99497 4.41911
C: -0.68483 4.15240 5.50680
C: -0.92869 5.33756 6.08361
H: -0.62660 4.25077 -0.02878
H: -2.88561 4.07653 -0.68734
H: -1.86201 1.09866 1.63059
H: -1.48054 -1.14685 0.67449
H: -0.46785 4.06624 -1.95688
H: 1.32301 5.64938 -4.73317
H: -0.14324 5.55831 -3.70565
H: 1.47361 5.16171 -3.01323
H: 0.67147 1.30775 -5.08991
H: 0.07111 -0.62882 -3.62065
H: -0.91612 5.81610 1.69580
H: -1.85496 5.29797 3.11168
H: 0.39621 6.13423 3.89455
H: 1.58702 5.72425 1.68644
H: 2.46067 4.92519 3.00604
H: 1.32534 3.67839 0.65850
H: 2.18883 2.91269 2.00926
H: -0.61772 2.05365 4.03928
H: 1.15606 2.06971 3.84265
H: 1.36394 4.01520 4.87129
H: -1.16293 3.21944 5.84195
H: -1.64064 5.43344 6.90485
H: -0.37834 6.23355 5.78139

As for the net charge: +1. As for the total energy: -1709.0802 Ha. The calculation puts the energy above the lowest of the compared OMol25 structures with the same formula, charge and spin at 35.2 kJ/mol. As for the frontier orbital gap: 5.67 eV. For the LUMO energy, the calculation gives -4.49 eV.

---

Record 4
ORCA calculation (ωB97M-V with the def2-TZVPD basis set) on a molecular structure, CHF2IO.

Element x y z (Å)
C: -0.80472 -1.15398 -0.42496
O: -0.18077 -1.38602 -1.50045
F: -2.01559 -0.54012 -0.59616
F: -0.86546 -2.14252 0.46228
I: -0.70717 -3.12805 -2.53394
H: 0.25512 -0.21515 0.54789

As for the net charge: 0. As for the total energy: -611.2446 Ha. The calculation puts the energy above the lowest of the compared OMol25 structures with the same formula, charge and spin at 337.0 kJ/mol. As for the frontier orbital gap: 8.04 eV. For the LUMO energy, the calculation gives -2.27 eV.

---

Record 5
ORCA calculation (ωB97M-V with the def2-TZVPD basis set) on a molecular structure, C3H4O2Tl.

Element x y z (Å)
O: 0.89954 1.02475 -0.48128
C: -0.29500 0.73151 0.00298
C: 2.05084 -0.31560 0.01461
O: -0.17145 -0.46213 0.77906
C: 1.18164 -0.76640 1.15243
H: 2.96287 0.23360 0.26703
H: 2.12867 -1.02502 -0.82128
H: 1.41165 -0.18929 2.06281
H: 1.21874 -1.85185 1.31533
Tl: -2.38830 -0.03713 -0.68545

As for the net charge: 0. As for the total energy: -439.5106 Ha. As for the spin multiplicity: 2. The calculation puts the energy above the lowest of the compared OMol25 structures with the same formula, charge and spin at 320.2 kJ/mol. As for the expectation value of S²: 0.76. As for the frontier orbital gap (spin up / spin down): 5.21 / 8.70 eV. For the LUMO energy (spin up / spin down), the calculation gives 0.19 / 0.12 eV.